Entry from the Open Molecules 2025 dataset: C6H10 as an isolated structure (the ωB97M-V functional and the def2-TZVPD basis).

ORCA input file:
```
! wB97M-V def2-TZVPD RIJCOSX def2/J DEFGRID3
* xyz 0 1
C -1.7373 0.2224 0.4920
C -0.6078 1.0260 -0.1924
C 0.8688 0.9360 -0.3207
C 1.3632 -0.2303 0.5221
C 0.2379 -1.2507 0.2386
C -0.8386 -0.4341 -0.5220
H -1.7245 -0.1298 1.5359
H -2.6855 0.6794 0.2260
H -1.0491 1.7604 -0.8691
H 0.8415 0.3360 -1.5630
H 1.4505 1.8600 -0.3640
H 1.4946 -0.0134 1.5923
H 2.3254 -0.5657 0.1378
H -0.1459 -1.7262 1.1498
H 0.5784 -2.0527 -0.4198
H -0.3716 -0.4173 -1.6436
*
```

Its HOMO-LUMO gap is 9.6 eV. Its HOMO energy is -8.575 eV. For the lowest unoccupied orbital energy, the calculation gives 1.1 eV. The value obtained for the energy above the lowest of the compared OMol25 structures with the same formula, charge and spin is 4.3459 eV.